1.
8
Properties=species:S:1:pos:R:3 method="wB97M-V/def2-TZVPD" e_lumo_ev="2.630 / 2.631" multiplicity=1 total_charge=-1 orbital_gap_ev="5.40 / 5.41" homo_energy_ev="-2.8 / -2.8" relative_energy_ev=3.518
O -2.487 0.165 0.169
O 2.093 1.032 0.163
N 0.902 -0.830 -0.192
N -2.159 1.303 -0.181
C 1.035 0.450 0.125
H -2.752 2.040 0.364
H 0.200 0.961 0.688
H -0.107 -1.006 -0.180

=====

2.
72
Properties=species:S:1:pos:R:3 method="wB97M-V/def2-TZVPD" e_lumo_ev=-13.633 multiplicity=1 total_charge=+4 orbital_gap_ev=4.12 homo_energy_ev=-17.8 relative_energy_ev=0.479
Pb -0.797 -0.093 0.898
S -2.285 1.990 1.248
P -0.850 -2.103 -3.110
F 3.705 1.484 0.656
F 6.254 1.425 0.965
F 5.950 4.344 4.701
F 3.307 4.307 4.497
N -0.019 3.500 3.793
N -2.608 1.438 3.852
N -1.343 0.568 -2.107
N 9.135 1.685 1.392
N 8.997 4.339 4.675
N -4.454 1.110 2.467
N 0.797 1.564 0.560
C 0.065 -4.674 -2.893
C -2.166 -2.360 -2.051
C -4.350 -2.826 -0.462
C -5.394 0.863 3.599
C -0.991 1.620 -4.286
C 0.347 -3.361 -3.324
C -0.977 -0.764 -4.176
C 2.651 -4.023 -3.789
C 3.405 2.948 2.532
C 4.239 2.213 1.672
C 1.973 2.981 2.329
C -0.718 1.524 -5.655
C 1.404 2.193 1.340
C -4.475 -2.029 -1.589
C 5.388 3.693 3.709
C -3.400 -1.821 -2.434
C 8.454 2.140 2.216
C -0.704 -0.845 -5.593
C -3.143 -3.440 -0.138
C 1.653 -3.062 -3.814
C 0.973 3.368 3.235
C -3.379 1.092 5.123
C 7.602 2.939 3.021
C 5.592 2.194 1.803
C 8.372 3.670 3.973
C -4.567 0.241 4.724
C 1.022 -5.688 -3.024
C 2.330 -5.340 -3.380
C -1.176 0.476 -3.546
C -0.585 0.302 -6.285
C 4.025 3.614 3.610
C -3.191 1.437 2.675
C -2.037 -3.180 -0.931
C 6.258 2.967 2.803
H -3.059 -4.063 0.749
H -4.869 1.253 1.545
H 3.094 -6.116 -3.360
H -5.199 0.063 5.614
H -5.881 1.804 3.858
H -5.200 -2.990 0.201
H 1.864 -2.066 -4.220
H -6.155 0.197 3.236
H -4.227 -0.739 4.398
H -0.957 -4.926 -2.647
H -0.488 0.166 -7.339
H -1.725 1.909 3.916
H -1.113 1.543 -1.815
H -5.420 -1.625 -1.897
H -2.670 0.547 5.798
H 3.637 -3.755 -4.123
H -0.517 2.448 -6.178
H -0.574 -1.809 -6.101
H -3.578 2.059 5.575
H -3.488 -1.210 -3.334
H -1.087 -3.657 -0.779
H -1.068 2.572 -3.805
H -2.337 0.529 -1.921
H 0.730 -6.759 -2.853

=====

3.
13
Properties=species:S:1:pos:R:3 method="wB97M-V/def2-TZVPD" e_lumo_ev="-6.254 / -6.081" multiplicity=1 total_charge=+1 orbital_gap_ev="7.13 / 7.25" homo_energy_ev="-13.4 / -13.3" relative_energy_ev=6.788
S -1.356 -2.276 1.631
S -1.739 1.321 1.070
O 0.347 0.292 -0.018
C -0.457 0.389 1.085
C -0.029 0.850 -1.277
C 1.283 -0.874 0.027
H -1.041 0.515 -1.703
H 1.612 -1.081 -1.055
H 0.661 0.454 -1.996
H -2.053 0.973 2.247
H 0.063 1.888 -1.245
H 0.684 -1.810 0.374
H 2.024 -0.641 0.860

=====

4.
6
Properties=species:S:1:pos:R:3 method="wB97M-V/def2-TZVPD" e_lumo_ev=0.946 smiles=C#N.C#N multiplicity=1 total_charge=0 orbital_gap_ev=13.75 homo_energy_ev=-12.8 relative_energy_ev=0.503
N -2.194 -0.124 0.405
N 1.842 -0.852 -0.185
C 1.380 -0.394 0.753
C -1.275 -0.356 -0.228
H -0.296 -0.506 -0.712
H 0.874 -0.283 1.651

=====

5.
80
Properties=species:S:1:pos:R:3 method="wB97M-V/def2-TZVPD" e_lumo_ev=-3.120 multiplicity=1 total_charge=+1 orbital_gap_ev=6.96 homo_energy_ev=-10.1 relative_energy_ev=1.710
Bi 10.919 15.350 10.763
S 9.749 10.385 5.940
S 11.432 21.483 9.420
O 13.284 15.663 10.713
O 10.291 15.465 12.780
O 10.480 15.008 15.031
O 9.390 13.102 10.716
O 14.999 15.126 11.998
N 11.868 13.505 12.098
N 11.538 18.082 11.416
N 9.361 18.577 12.233
N 11.248 17.111 8.123
N 10.900 14.461 7.465
N 8.851 16.994 10.485
C 13.255 13.392 11.518
C 13.503 17.115 7.230
C 11.583 12.509 6.186
C 8.290 16.709 9.300
C 14.333 15.077 6.113
C 12.141 10.450 4.908
C 12.261 16.465 7.548
C 11.234 18.813 13.687
C 10.382 8.969 5.065
C 10.749 18.480 12.398
C 12.513 20.602 8.365
C 11.406 18.371 8.470
C 11.945 13.905 13.515
C 12.850 13.059 5.935
C 11.161 12.201 12.029
C 12.578 18.951 13.804
C 13.159 22.833 8.053
C 13.470 18.655 12.733
C 13.113 14.364 6.370
C 7.279 17.498 8.805
C 8.599 18.195 11.146
C 11.245 11.159 5.695
C 13.637 18.495 7.550
C 10.832 14.872 13.885
C 14.478 16.372 6.512
C 10.406 12.087 10.754
C 6.891 18.661 9.529
C 11.602 9.228 4.488
C 13.412 21.449 7.716
C 10.659 13.256 6.984
C 12.892 18.222 11.575
C 12.202 22.934 9.004
C 12.052 15.113 7.087
C 12.497 19.152 8.040
C 7.520 18.974 10.705
C 13.919 14.764 11.466
H 14.523 19.118 7.406
H 13.793 12.766 12.207
H 6.064 19.279 9.161
H 8.539 15.746 8.853
H 7.149 19.810 11.390
H 10.511 12.125 12.883
H 14.547 18.502 12.833
H 13.660 23.673 7.538
H 15.115 14.492 5.620
H 9.639 12.954 7.250
H 9.820 8.022 5.136
H 12.078 8.402 3.912
H 9.972 11.064 10.642
H 13.533 17.852 10.773
H 13.189 12.942 10.554
H 14.145 21.055 7.026
H 15.346 16.946 6.271
H 13.145 10.814 4.634
H 11.100 12.317 9.964
H 10.558 18.797 8.999
H 11.877 11.402 12.250
H 10.565 19.224 14.379
H 8.835 13.017 9.953
H 11.920 13.062 14.242
H 11.875 23.826 9.524
H 6.768 17.332 7.831
H 8.909 18.925 13.068
H 13.622 12.580 5.298
H 12.920 14.396 13.679
H 13.045 19.405 14.727

=====

6.
29
Properties=species:S:1:pos:R:3 method="wB97M-V/def2-TZVPD" e_lumo_ev=-2.925 multiplicity=1 total_charge=+1 orbital_gap_ev=9.43 homo_energy_ev=-12.4 relative_energy_ev=1.061
S 1.502 -0.418 2.088
N -2.860 0.478 0.612
N -0.852 0.329 2.439
N -1.306 -1.705 -0.413
C 0.433 -0.219 -1.227
C -0.283 0.451 3.676
C 0.915 1.074 -1.447
C 2.798 0.219 -2.666
C -1.870 0.639 -0.455
C 2.341 -1.070 -2.447
C 1.173 -1.288 -1.740
C 1.015 0.079 3.671
C -0.052 -0.110 1.487
C 2.074 1.288 -2.168
C -0.809 -0.454 -0.457
H 2.415 2.298 -2.345
H -1.827 0.529 2.168
H 0.842 -2.306 -1.620
H -0.676 -2.489 -0.436
H -2.166 -1.864 0.084
H 1.707 0.061 4.487
H 0.394 1.934 -1.059
H -2.319 0.636 -1.460
H -0.855 0.808 4.511
H -3.442 1.310 0.652
H 2.893 -1.914 -2.833
H 3.708 0.389 -3.219
H -3.493 -0.294 0.419
H -1.399 1.609 -0.305

=====

7.
15
Properties=species:S:1:pos:R:3 method="wB97M-V/def2-TZVPD" e_lumo_ev=1.037 smiles="C=CC(C)(C)F" multiplicity=1 total_charge=0 orbital_gap_ev=10.77 homo_energy_ev=-9.7 relative_energy_ev=1.939
F 1.149 0.634 -1.529
C -0.584 1.307 1.623
C -0.336 1.535 0.348
C 1.057 -0.885 0.405
C -0.792 -0.807 -1.247
C 0.291 0.027 -0.540
H 1.488 -1.668 -0.349
H -0.340 2.236 -0.460
H -0.457 0.409 2.114
H 0.376 -1.385 0.989
H -0.232 -1.632 -1.716
H 1.924 -0.485 0.958
H -1.541 -1.214 -0.652
H -1.228 -0.289 -2.109
H -0.774 2.217 2.163